{"formula": "C16H32Br16", "method": "ωB97M-V/def2-TZVPD", "species": ["Br", "C", "C", "Br", "H", "H", "H", "H", "Br", "C", "C", "Br", "H", "H", "H", "H", "Br", "C", "C", "Br", "H", "H", "H", "H", "Br", "C", "C", "Br", "H", "H", "H", "H", "Br", "C", "C", "Br", "H", "H", "H", "H", "Br", "C", "C", "Br", "H", "H", "H", "H", "Br", "C", "C", "Br", "H", "H", "H", "H", "Br", "C", "C", "Br", "H", "H", "H", "H"], "positions_angstrom": [[-3.7173, -0.5298, 4.9670], [-3.1844, 0.5932, 3.4625], [-1.6844, 0.7392, 3.6112], [-1.0485, 1.9560, 2.2660], [-3.7673, 1.5211, 3.4968], [-3.4375, -0.0028, 2.5936], [-1.1974, -0.2366, 3.5446], [-1.3711, 1.1762, 4.5506], [-6.3342, -0.7485, -2.6859], [-4.7746, -0.7391, -3.7988], [-4.4104, 0.7177, -3.9954], [-2.7361, 0.8626, -4.9733], [-5.0743, -1.1608, -4.7554], [-3.9577, -1.3095, -3.3431], [-4.2279, 1.2175, -3.0525], [-5.1773, 1.2754, -4.5350], [0.3735, 2.6357, -2.0018], [0.8473, 4.4783, -2.4629], [-0.0854, 5.3077, -1.6237], [0.1346, 7.1430, -2.0737], [0.8023, 4.5980, -3.5524], [1.8735, 4.5731, -2.0837], [0.1795, 5.1283, -0.6005], [-1.1230, 5.0402, -1.8076], [2.8565, 1.1728, 2.9601], [2.9478, 2.4929, 1.6037], [4.0780, 2.0779, 0.6883], [4.0936, 3.4290, -0.6707], [3.2474, 3.4423, 2.0702], [1.9706, 2.6217, 1.0979], [4.0746, 1.0928, 0.2160], [5.0071, 2.2725, 1.1938], [-2.0834, -2.5048, 1.8991], [-2.0343, -4.2481, 2.8116], [-3.3582, -4.2712, 3.5512], [-3.7275, -5.9750, 4.3357], [-1.1491, -4.1793, 3.4263], [-1.9421, -5.0165, 2.0282], [-4.1299, -4.0831, 2.8070], [-3.4654, -3.5005, 4.3076], [5.2726, -4.2231, 2.9785], [3.3553, -4.0221, 3.1941], [3.1117, -2.5305, 3.3376], [1.1993, -2.2961, 3.5809], [3.0525, -4.6026, 4.0653], [2.9255, -4.4448, 2.2798], [3.4267, -1.8956, 2.4964], [3.5754, -2.1866, 4.2606], [1.6966, -1.7945, -4.4993], [2.0718, 0.0226, -5.0955], [3.1538, 0.5589, -4.2189], [3.3287, 2.3255, -4.9016], [1.1286, 0.5564, -4.9812], [2.2824, -0.0828, -6.1563], [4.0988, 0.0222, -4.3239], [2.8670, 0.5424, -3.1523], [2.1850, -1.2912, -0.2913], [0.4374, -0.4116, 0.0144], [-0.4737, -0.8478, -1.1021], [-2.1528, 0.1767, -0.8676], [0.6990, 0.6415, 0.0240], [0.1934, -0.7602, 1.0313], [-0.7165, -1.9264, -1.0869], [-0.0061, -0.5899, -2.0588]], "forces_ev_per_a": [[-0.3, 0.0, 0.2], [0.2, -0.3, 0.4], [-0.2, -0.1, 0.3], [0.3, 0.2, -0.4], [0.4, -0.3, 0.1], [0.0, 0.2, -0.2], [0.0, 0.2, -0.4], [-0.3, 0.1, 0.2], [-0.4, -0.2, 0.4], [0.4, 0.5, -0.6], [0.1, 0.1, 0.2], [0.0, 0.0, -0.1], [0.1, -0.2, 0.1], [-0.4, 0.2, 0.0], [0.0, 0.0, 0.2], [0.2, -0.2, -0.1], [0.1, -0.2, -0.3], [0.6, -0.5, 0.3], [-0.2, -0.6, -0.7], [0.1, 0.8, 0.0], [-0.2, 0.0, 0.5], [-0.3, 0.1, -0.5], [-0.1, 0.2, 0.6], [0.0, 0.1, 0.1], [-0.4, -0.6, 0.9], [0.1, 0.4, -0.5], [0.0, 0.6, -0.1], [0.2, 0.5, -1.1], [-0.4, -0.3, -0.1], [0.6, -0.3, 0.3], [-0.4, 0.2, 0.3], [0.4, -0.4, 0.3], [0.2, -0.1, -0.4], [-0.3, 0.5, -0.2], [-0.1, 0.3, -0.8], [0.0, -0.5, 0.3], [0.1, -0.3, 0.2], [-0.1, 0.3, 0.5], [-0.1, -0.2, 0.2], [0.3, -0.1, 0.1], [0.3, -0.2, 0.0], [0.2, 0.3, -0.7], [0.0, -0.3, 0.4], [-0.2, 0.2, -0.1], [0.0, 0.2, -0.1], [-0.1, 0.2, 0.3], [-0.2, -0.5, 0.2], [0.0, 0.1, -0.1], [-0.2, -0.4, 0.1], [-0.9, -1.0, 0.1], [-0.1, -0.5, 0.2], [0.6, 1.2, 0.1], [0.2, 0.1, 0.1], [0.4, 0.3, 0.2], [-0.2, 0.2, -0.1], [0.0, 0.3, -0.6], [0.0, 0.0, -0.1], [0.8, -0.7, 0.7], [0.0, 0.1, 0.1], [0.3, -0.5, -0.3], [-0.4, 0.0, -0.1], [-0.3, 0.3, -0.6], [0.1, 0.7, 0.1], [-0.5, 0.0, 0.1]], "lowdin_charge": [0.65, -0.69, -0.74, 0.66, 0.06, 0.01, -0.01, 0.05, 0.65, -0.73, -0.74, 0.60, 0.05, 0.05, 0.01, 0.06, 0.66, -0.67, -0.77, 0.67, 0.06, 0.00, 0.05, 0.05, 0.69, -0.76, -0.72, 0.69, 0.06, 0.03, 0.03, 0.04, 0.69, -0.61, -0.78, 0.65, 0.01, 0.07, 0.04, 0.01, 0.63, -0.71, -0.73, 0.65, 0.06, 0.06, 0.01, 0.05, 0.61, -0.74, -0.74, 0.68, 0.04, 0.05, 0.07, 0.04, 0.63, -0.72, -0.67, 0.58, -0.03, -0.01, 0.06, 0.02], "e_homo_ev": -10.04, "e_tot_ha": -41813.09945, "homo_lumo_gap_ev": 10.3, "spin_multiplicity": 1, "relative_energy_kcal_mol": 9.0, "fmax_ev_per_a": 1.38, "molar_mass_da": 1502.90}